i | 19
Properties=species:S:1:pos:R:3:mulliken_charge:R:1 method="wB97M-V/def2-TZVPD" total_charge=-1 multiplicity=1 homo_energy_ev=-2.42 mol_weight_da=122.21
H -1.46035 1.47908 -0.39306 0.22
O 0.71365 1.43857 -2.69328 -0.72
C -0.48401 -0.25300 0.54388 0.19
S -2.40568 -2.25646 0.19318 -0.67
H 2.88290 -0.14762 0.43232 0.36
H -0.47034 -0.65733 1.55824 0.21
C -1.47619 0.89027 0.53741 -1.31
H 1.07583 1.35546 -1.79903 0.36
H -0.08958 -2.17171 -0.34121 0.21
H -2.49963 0.52657 0.61106 0.39
H 1.81859 -1.44946 0.85101 0.30
C 1.95099 -0.36794 0.94150 -1.10
H -0.16613 1.06590 -2.57454 0.32
H 0.93162 1.26193 0.32383 0.37
H 1.96538 -0.09870 2.00821 0.31
C -0.87222 -1.40770 -0.36930 -0.68
N 0.86349 0.25969 0.18929 -0.21
H -0.99567 -1.05359 -1.39101 0.09
H -1.28268 1.58603 1.37151 0.35

ii | 19
Properties=species:S:1:pos:R:3:mulliken_charge:R:1 method="wB97M-V/def2-TZVPD" total_charge=-1 multiplicity=1 homo_energy_ev=-2.97 mol_weight_da=122.21
H 2.23864 2.00622 0.94500 0.27
N 1.62422 0.38635 -0.29312 -0.32
C -0.46357 1.69482 -0.70798 -1.08
H 3.51949 0.80406 0.68341 0.28
H -0.14016 0.34014 1.09810 0.23
H -0.46101 -0.84327 -1.81659 0.29
O -2.43435 -3.22636 1.32811 -0.71
H 1.74995 0.49919 -1.25076 0.26
H -1.50947 1.44577 -0.71472 0.31
H 2.01886 0.51042 1.85077 0.23
C 0.17090 0.46468 -0.05448 0.13
C -0.66682 -0.77827 -0.73459 -0.99
H -0.12302 1.69261 -1.76301 0.27
S -2.45156 -0.82383 -0.52221 -0.68
H -0.14306 2.60033 -0.14011 0.29
H -2.26047 -2.27118 0.87138 0.27
H -2.94316 -3.74607 0.62445 0.30
H -0.13769 -1.69619 -0.28780 0.32
C 2.41226 0.94057 0.88416 -0.68

Stability order, top to bottom: i, ii

i | 11
Properties=species:S:1:pos:R:3:mulliken_charge:R:1 method="wB97M-V/def2-TZVPD" multiplicity=1 homo_energy_ev=-10.48 mol_weight_da=124.12
H 0.46089 1.79330 1.94072 0.33
H -0.61536 -0.34682 0.56409 0.35
C -1.02042 0.54315 -1.88967 -0.67
O -0.36818 1.25766 1.69829 -0.38
S 1.49334 -2.06821 0.74145 0.78
O 0.85119 -2.95737 1.67096 -0.39
O 0.15190 0.02685 1.13352 -0.33
H 0.10042 2.37503 -1.24903 0.35
O 0.91018 -2.04036 -0.57084 -0.40
H -1.40033 -0.17612 -2.49328 0.41
C -0.56362 1.59288 -1.54621 -0.05

ii | 11
Properties=species:S:1:pos:R:3:mulliken_charge:R:1 method="wB97M-V/def2-TZVPD" multiplicity=1 homo_energy_ev=-9.25 mol_weight_da=124.12
O 1.39017 1.29757 0.09278 -0.52
O -1.81376 0.79053 1.10222 -0.42
H 1.61541 -1.25563 0.93066 0.23
H 1.87668 1.14589 0.91000 0.30
H 0.27582 -1.85214 -0.18063 0.24
O -2.27102 -1.31229 -0.04112 -0.41
C 0.88222 -1.04551 0.18082 -0.72
H -0.15291 1.44125 -1.39512 0.35
C 0.70714 0.18101 -0.28070 0.68
O -0.22807 0.48620 -1.23364 -0.51
S -2.28167 0.12312 -0.08526 0.78

Stability order, top to bottom: ii, i

i | 8
Properties=species:S:1:pos:R:3:mulliken_charge:R:1 method="wB97M-V/def2-TZVPD" multiplicity=1 homo_energy_ev=-8.70 mol_weight_da=185.95
H 1.21622 0.84480 0.55011 0.30
H 1.11653 0.90253 -1.08136 0.30
H 0.67363 -1.24099 0.61042 0.27
N 1.35831 0.26863 -0.29377 -0.47
N 0.57601 -0.88919 -0.31776 -0.36
O -0.86899 1.05936 0.46302 -0.38
C -1.11784 -0.01818 0.08410 0.23
I -2.95387 -0.92695 -0.01477 0.12

ii | 8
Properties=species:S:1:pos:R:3:mulliken_charge:R:1 method="wB97M-V/def2-TZVPD" multiplicity=1 homo_energy_ev=-9.55 mol_weight_da=185.95
C 1.17754 0.45656 0.32147 0.15
N 0.23081 -0.51057 0.38864 -0.22
H 0.05380 -1.38636 0.89936 0.26
H 1.97595 0.56325 1.20340 0.29
I -2.72652 -0.57326 0.04747 0.20
N -1.06280 -0.42351 -0.97703 -0.50
H -0.92304 0.63435 -1.30520 0.34
O 1.27427 1.23955 -0.57812 -0.52

iii | 8
Properties=species:S:1:pos:R:3:mulliken_charge:R:1 method="wB97M-V/def2-TZVPD" multiplicity=1 homo_energy_ev="-9.44 / -9.43" mol_weight_da=185.95
I 2.52221 0.81885 0.03015 0.08
N -0.73591 -0.98130 -0.17276 -0.29
N 0.48846 -1.42088 -0.11236 0.49
H -1.82739 0.49776 0.65885 0.24
H -0.01833 0.80552 0.58292 0.13
O 1.60153 -1.05276 -0.07879 -0.42
C -0.93981 0.40618 0.06341 -0.45
H -1.09076 0.92663 -0.97143 0.22

Stability order, top to bottom: i, ii, iii

i | 10
Properties=species:S:1:pos:R:3:mulliken_charge:R:1 method="wB97M-V/def2-TZVPD" multiplicity=1 homo_energy_ev=-9.51 mol_weight_da=108.12
O 3.74086 0.70271 -0.61721 -0.41
H -0.07004 2.18336 -0.07743 0.22
S 2.95333 -0.11915 0.32607 0.73
N -1.50360 0.84841 -0.29292 -0.26
O 2.71724 -1.44090 -0.09436 -0.34
C -1.80690 -0.48547 0.00619 -0.53
N -0.37906 1.17438 0.10998 -0.18
H -2.07031 -0.59847 1.17810 0.25
H -2.57868 -1.03319 -0.60994 0.29
H -1.00284 -1.23169 0.07150 0.24

ii | 10
Properties=species:S:1:pos:R:3:mulliken_charge:R:1 method="wB97M-V/def2-TZVPD" multiplicity=1 homo_energy_ev=-10.30 mol_weight_da=108.12
H -0.19740 -0.66122 1.35593 0.32
C -0.81784 0.82051 0.02050 0.01
H -1.58915 0.98085 -0.70214 0.39
S 1.96775 -0.01413 -0.30795 0.63
N -1.03791 -0.14034 0.96993 -0.33
N 0.95801 -0.83877 -1.10058 -0.47
O 0.15076 1.53171 -0.00367 -0.55
H -1.97670 -0.65951 0.79058 0.25
H 0.67278 -0.49560 -2.06964 0.28
O 1.86970 -0.52350 1.04704 -0.52

iii | 10
Properties=species:S:1:pos:R:3:mulliken_charge:R:1 method="wB97M-V/def2-TZVPD" multiplicity=1 homo_energy_ev="-8.87 / -8.87" mol_weight_da=108.12
H -0.10095 -1.57014 0.83648 0.28
O 1.48826 -0.23128 1.19611 -0.60
S -1.59264 1.44363 0.40452 -0.31
N 1.20310 0.31556 0.14284 0.98
C 0.04680 -0.24419 -0.52784 -0.35
H -1.19043 -1.98684 -0.16270 0.28
N -0.36367 -1.41834 -0.11422 -0.36
H -0.25140 -0.01706 -1.50205 0.50
O 1.75803 1.20064 -0.44584 -0.50
H -0.99709 2.50802 0.17269 0.09

iv | 10
Properties=species:S:1:pos:R:3:mulliken_charge:R:1 method="wB97M-V/def2-TZVPD" smiles="N[C@@H](S)ON=O" multiplicity=1 homo_energy_ev=-9.03 mol_weight_da=108.12
H 1.97031 -1.13456 -0.80542 0.28
C 0.42015 -0.13860 0.47192 0.10
H 0.83626 -0.05610 1.50622 0.34
O -0.94197 -0.16853 0.73379 -0.17
O -2.86268 -0.38054 -0.12012 -0.30
H 0.32069 -1.28286 -1.22713 0.29
H 0.06914 2.78763 0.47360 0.13
S 0.93021 1.86151 -0.18203 -0.35
N 0.99509 -1.12439 -0.40018 -0.53
N -1.73720 -0.36358 -0.45064 0.21

Stability order, top to bottom: ii, i, iv, iii

i | 44
Properties=species:S:1:pos:R:3:mulliken_charge:R:1 method="wB97M-V/def2-TZVPD" smiles="COc1ccc(-c2noc(CN(C(=O)c3cccs3)C(C)C)n2)cc1" multiplicity=1 homo_energy_ev=-8.37 mol_weight_da=357.43
H -1.63725 1.40275 -0.40465 0.18
H -3.06243 -2.13615 1.32105 0.37
C -2.77119 -1.28491 0.69577 -0.88
O 4.98745 -0.06062 -3.51207 -0.46
H -3.59148 -1.03703 0.02163 0.44
C -1.04540 0.79209 3.26690 -0.13
C 3.46381 -1.89727 -3.00312 -0.34
C 0.22782 -1.78301 -1.14810 0.26
C -3.03494 1.15437 1.21613 0.31
H -4.94185 2.14620 1.33105 0.46
H -4.76058 0.81050 2.47181 0.38
C 0.17001 2.65495 3.89904 -0.50
O -1.39922 -2.95824 -0.45735 -0.19
H -5.05724 0.48384 0.76195 0.31
H -0.33307 2.82959 6.02421 0.46
H 5.37785 -1.41828 -5.03376 0.34
N -0.22686 -3.01060 -1.14617 -0.53
C -0.41844 2.33256 5.07861 -0.52
S -1.40844 0.93265 4.95098 -0.15
H 1.97449 -3.32653 -2.43534 0.47
O -1.10653 -1.49688 2.70524 -0.63
H -3.27432 1.04125 -0.94281 0.33
N -2.45693 -0.14197 1.52668 0.27
C -4.54527 1.14271 1.45912 -1.55
H 4.07787 -2.63698 -3.49196 0.40
C 2.28086 -2.29274 -2.41050 -0.99
C 1.46415 -1.36607 -1.76926 0.06
H 0.18043 1.84398 1.85021 0.53
H 0.83351 3.49086 3.76882 0.40
H -2.89521 2.64856 -0.33058 0.47
N -0.61030 -0.91681 -0.49334 -0.20
C 3.03000 0.37135 -2.31717 -0.47
C -1.57110 -1.68656 -0.09112 0.54
H 3.34733 1.40198 -2.29551 0.44
C 5.86257 -0.94100 -4.17624 -0.84
C 1.85325 -0.02660 -1.72781 -0.44
C -1.52822 -0.37679 2.48897 0.72
H 1.21825 0.68727 -1.22736 0.42
H 6.24770 -1.71069 -3.50010 0.34
C 3.85031 -0.55893 -2.96291 0.93
C -2.68941 1.58871 -0.20789 -1.29
H -2.58398 1.86347 1.91612 0.37
H 6.68873 -0.32475 -4.52737 0.24
C -0.18672 1.76980 2.85821 -0.32

ii | 44
Properties=species:S:1:pos:R:3:mulliken_charge:R:1 method="wB97M-V/def2-TZVPD" smiles="CCN(CC)S(=O)(=O)c1cccc(C(=O)Nc2ccc(C#N)cc2)c1" multiplicity=1 homo_energy_ev=-9.05 mol_weight_da=357.43
H -5.30750 -2.41076 -0.97413 0.33
H -6.24948 -0.46688 1.19248 0.41
C 5.00526 -1.58063 -0.79008 -0.94
H 5.26667 -2.48235 -1.32337 0.44
C 4.35078 0.74706 0.59359 -0.34
C -0.52318 3.02376 -0.03586 -0.50
C 1.47927 1.61506 0.32654 0.53
C 0.01873 1.74140 0.02374 0.46
H -2.92407 -2.12099 3.20573 0.42
H 4.09007 1.64663 1.12490 0.52
C 3.37621 0.07265 -0.14161 0.95
C -1.86637 3.21446 -0.31108 -0.93
C -3.52177 -2.08059 2.29826 -1.19
O -3.95010 -0.36889 -1.91158 -0.71
N 2.05489 0.50538 -0.22438 -0.11
H -4.35522 -0.10486 2.60660 0.40
H -2.26866 4.21424 -0.36608 0.41
H -5.71084 -2.86830 0.68360 0.23
H 2.96301 -1.61891 -1.39950 0.36
H 1.45723 -0.07971 -0.79306 0.07
C -2.15639 0.84893 -0.42702 -0.73
O 2.06734 2.44589 0.98434 -0.65
C -5.67336 -0.72606 0.30017 -0.58
S -3.21992 -0.57322 -0.69709 1.37
C 7.30231 -1.39758 -0.00978 0.14
H -3.00322 -2.61566 1.50757 0.32
O -2.39534 -1.74804 -0.59294 -0.68
H -3.73930 2.22973 -0.74330 0.47
H 6.39642 0.78275 1.20344 0.43
C 5.98007 -0.90349 -0.05444 0.32
C -3.71805 -0.62403 1.88278 -0.51
H -2.74663 -0.12057 1.86761 0.27
H -5.97481 -0.06732 -0.51834 0.30
N 8.37555 -1.79999 0.02587 -0.51
C -2.69126 2.11970 -0.51636 -0.24
C 5.64092 0.26136 0.63506 -0.87
N -4.28338 -0.41603 0.56943 0.17
H -6.97646 -2.28535 -0.40179 0.40
C -5.93289 -2.17065 -0.11829 -0.98
H -4.47454 -2.56407 2.49518 0.29
C 3.71773 -1.09411 -0.83067 -0.44
H 0.13318 3.86411 0.13380 0.46
H -0.47928 -0.37823 -0.08174 0.55
C -0.81806 0.64433 -0.16229 -0.13

Stability order, top to bottom: ii, i

i | 24
Properties=species:S:1:pos:R:3:mulliken_charge:R:1 method="wB97M-V/def2-TZVPD" smiles=Cc1c[nH]cn1.Cc1c[nH]cn1 multiplicity=1 homo_energy_ev=-8.33 mol_weight_da=164.21
H -0.57704 3.82714 1.15460 0.40
H 1.61616 -0.00469 -0.02753 0.27
H 0.19071 3.34070 -2.39513 0.28
C -0.21218 -3.90347 0.14228 -0.20
N 0.20366 -2.97047 -0.69527 -0.63
C -2.08441 1.14405 0.06667 -0.20
C 0.96402 -2.11588 0.02498 0.72
C -1.00357 2.99947 0.61503 -0.57
N -1.34927 1.45058 -0.97565 -0.50
H 1.04254 3.77486 -0.94662 0.30
H 2.58811 -1.09388 -0.86849 0.38
H 1.21360 2.08695 -1.62266 0.17
C 0.55659 2.93232 -1.45340 -0.93
N 0.35865 -3.69788 1.36084 -0.06
C 1.54206 -0.91208 -0.63258 -1.05
C 0.98833 -2.47452 1.36768 -0.69
H -2.74698 2.33763 1.60701 0.25
N -1.94474 2.08335 1.05298 -0.16
H -0.84109 -4.75736 -0.03223 0.41
H 1.56526 -1.99818 2.13691 0.39
C -0.63208 2.57961 -0.62527 0.54
H 0.21945 -4.28129 2.16630 0.17
H 1.07923 -0.64549 -1.58108 0.28
H -2.73700 0.29850 0.16062 0.43

ii | 24
Properties=species:S:1:pos:R:3:mulliken_charge:R:1 method="wB97M-V/def2-TZVPD" smiles=CC#N.CC#N.CC#N.CC#N multiplicity=1 homo_energy_ev=-11.04 mol_weight_da=164.21
H -12.58813 -8.09740 18.11051 0.07
H -15.80679 -6.45844 16.00822 0.25
N -12.92052 -5.41555 16.43349 -0.28
H -13.40941 -10.24604 22.06929 0.27
H -12.16164 -9.00050 22.33807 0.27
H -13.74127 -3.02869 15.01511 0.22
C -15.96604 -6.70238 14.96104 -0.73
C -12.60998 -7.91780 17.03932 -0.66
H -13.49892 -8.64128 21.29607 0.28
C -13.30556 -1.10706 15.84887 0.28
H -15.34596 -7.55850 14.69621 0.19
H -17.01710 -6.88762 14.75930 0.34
C -15.52187 -5.60001 14.10378 0.37
H -13.50965 -8.43665 16.68691 0.24
C -12.09386 -9.96516 20.46710 0.35
H -13.74008 -2.89992 16.76992 0.25
N -11.49496 -10.37423 19.58222 -0.37
C -12.83445 -9.44841 21.60789 -0.77
C -12.76397 -6.51913 16.69504 0.30
N -12.75388 -0.10322 15.85344 -0.38
N -15.19452 -4.76867 13.38557 -0.41
H -15.07285 -2.20463 15.95918 0.28
H -11.74394 -8.35799 16.55735 0.31
C -14.00351 -2.38404 15.84266 -0.65

Stability order, top to bottom: i, ii